# 1
C20H18N4O4S | wB97M-V/def2-TZVPD

XYZ file:
```
47
Properties=species:S:1:pos:R:3:nbo_charge:R:1
C 5.89820 1.20867 -1.06699 -0.6275
C 4.61290 0.66854 -0.52073 -0.0143
C 3.95905 -0.38430 -1.14963 -0.2202
C 2.77894 -0.89809 -0.64502 -0.1890
C 2.23196 -0.35735 0.51300 0.1121
C 2.88749 0.68173 1.16539 -0.2069
C 4.06104 1.19057 0.64377 -0.2093
H 4.56047 2.00054 1.15484 0.2147
H 2.47535 1.08542 2.07864 0.2235
N 1.02831 -0.87559 1.04312 -0.4353
C -0.02656 -0.10559 1.41587 0.6724
O -0.98602 -0.56139 2.01388 -0.6074
C 0.01118 1.30956 0.96378 -0.0363
C 0.38104 1.75850 -0.28854 -0.4002
S 0.10428 3.43048 -0.35910 0.6470
N -0.45814 3.43797 1.20508 -0.3572
N -0.45720 2.30567 1.73807 -0.1533
H 0.76464 1.20946 -1.12236 0.2595
C 0.89124 -2.32107 1.17439 -0.3028
H 1.87264 -2.77799 1.05085 0.2370
H 0.48613 -2.55274 2.16263 0.2288
C -0.06141 -2.79372 0.06425 0.6678
O 0.33235 -3.04962 -1.05629 -0.6438
N -1.34674 -2.84697 0.45204 -0.6027
H -1.57971 -2.43531 1.34884 0.4290
C -2.44075 -2.88018 -0.50433 -0.2465
C -3.13688 -1.54435 -0.46345 -0.0336
C -4.38463 -1.40771 0.12026 -0.2074
C -4.98837 -0.16313 0.28521 -0.2525
C -4.28043 0.93464 -0.13532 0.2311
C -3.02286 0.80488 -0.72794 0.3069
C -2.43530 -0.41895 -0.91174 -0.2863
H -1.46537 -0.51804 -1.37181 0.2253
O -2.54455 2.05020 -1.04974 -0.5095
C -3.51890 2.96688 -0.59022 0.2337
O -4.62236 2.25714 -0.07732 -0.4742
H -3.84428 3.60305 -1.42725 0.1600
H -3.08302 3.59874 0.20201 0.1657
H -5.95865 -0.05949 0.74003 0.2290
H -4.90627 -2.28781 0.46406 0.2121
H -2.00320 -3.08186 -1.48554 0.2389
H -3.12898 -3.68726 -0.24019 0.2035
H 2.27282 -1.70677 -1.15112 0.2455
H 4.37500 -0.80628 -2.05274 0.2139
H 6.74074 0.66634 -0.63680 0.2232
H 5.94047 1.09164 -2.14718 0.2180
H 6.01434 2.26090 -0.81866 0.2175
```

**HOMO**: -0.299 hartree
**ΔE to the lowest compared entry with this formula, charge and spin**: 53.2 kcal per mole
**LUMO energy**: 0.2 eV
**SMILES**: Cc1ccc(N(CC(=O)NCc2ccc3c(c2)OCO3)C(=O)c2csnn2)cc1
**HOMO-LUMO gap**: 8.327 eV
**F_max**: 0.033 hartree/bohr

# 2
C20H18O | wB97M-V/def2-TZVPD

XYZ file:
```
39
Properties=species:S:1:pos:R:3:nbo_charge:R:1
C -2.64106 -0.39137 2.40156 -0.6241
C -1.15491 -0.18306 2.36904 -0.0635
C -0.24958 -1.24292 2.35736 -0.1978
C 1.13007 -1.02142 2.43036 -0.2608
C 1.67301 0.28726 2.52137 0.3859
O 2.99371 0.35596 2.87088 -0.5292
C 0.75234 1.35811 2.35824 -0.3175
C -0.64541 1.10367 2.33931 -0.1852
H -3.17131 0.57792 2.42516 0.2124
H -3.02997 -0.96226 1.54804 0.2161
H -2.98182 -0.97235 3.27028 0.2165
H -0.65245 -2.24791 2.29670 0.2098
H 1.81637 -1.87931 2.38615 0.2210
H 1.08854 2.39822 2.27640 0.2112
H -1.34258 1.93537 2.31413 0.2064
C 3.78345 1.65095 2.73766 0.0765
C 3.59500 2.32107 4.11727 -0.0445
C 2.64298 3.33760 4.22277 -0.2052
C 1.99175 3.57039 5.44964 -0.1932
C 2.35762 2.88801 6.60987 -0.2192
C 3.40131 1.96624 6.50603 -0.2000
C 4.03238 1.69611 5.27474 -0.1892
C 5.27404 1.40171 2.33347 -0.0619
C 5.78032 1.88863 1.09315 -0.2013
C 7.02300 1.43765 0.57528 -0.1990
C 7.86431 0.59209 1.29856 -0.2178
C 7.42591 0.24392 2.58823 -0.2201
C 6.16669 0.66427 3.08378 -0.1389
H 3.34803 2.21649 1.92277 0.1991
H 2.34602 3.81147 3.28734 0.2065
H 1.20185 4.30734 5.45722 0.2118
H 1.86070 3.08703 7.56169 0.2208
H 3.78308 1.45951 7.39960 0.2135
H 4.84113 0.97090 5.24270 0.2061
H 5.12525 2.52248 0.51191 0.2095
H 7.32551 1.76616 -0.42343 0.2142
H 8.82125 0.23166 0.89425 0.2225
H 8.09088 -0.34445 3.23313 0.2140
H 5.90539 0.35221 4.09109 0.1943
```

**HOMO**: -0.298 hartree
**ΔE to the lowest compared entry with this formula, charge and spin**: 0.0 kcal per mole
**LUMO energy**: 0.9 eV
**SMILES**: Cc1ccc(OC(c2ccccc2)c2ccccc2)cc1
**HOMO-LUMO gap**: 8.985 eV
**F_max**: 0.040 hartree/bohr

# 3
C20H19Br2ClN2O2S | wB97M-V/def2-TZVPD

XYZ file:
```
47
Properties=species:S:1:pos:R:3:nbo_charge:R:1
O -0.35172 2.15890 5.26780 -0.9209
O 1.17644 0.45529 5.33126 -0.9601
Cl 4.58077 -3.95037 -2.96645 0.0251
Br -5.45264 -2.15732 -1.96054 0.0466
Br 2.33286 0.92419 -3.06271 0.0781
N -1.90173 0.00186 -1.86520 -0.4219
C -0.84858 -3.00595 0.16392 -0.2255
C 0.49096 -3.23114 0.14062 -0.1696
C -3.13937 -0.32524 -2.18365 0.0363
C -1.12834 -0.76765 -1.08413 0.2455
C 3.18773 -1.66328 -2.78657 -0.2283
C -2.99173 -2.31449 -0.73335 -0.2056
C 2.49470 -3.35243 -1.19680 -0.1987
C 3.30862 -2.97680 -2.30767 -0.0434
C -3.70071 -1.49382 -1.54842 -0.1124
C 2.16188 -0.78431 -2.22838 -0.0840
C -1.61615 -2.04393 -0.55969 -0.0300
C 1.38464 -2.56828 -0.75157 -0.0703
C 1.28349 -1.21182 -1.24181 0.0426
N 1.12230 1.69587 3.06127 -0.6199
C -0.27075 1.29841 2.71764 -0.2490
C 2.17026 0.82580 2.60994 -0.2378
C -0.45598 1.07908 1.22403 -0.3951
C 2.02249 0.46161 1.14616 -0.4097
C 0.53665 0.02657 0.75143 -0.1948
C 2.19909 3.01085 5.33889 -0.8608
C 0.30897 -0.26385 -0.77568 -0.3294
S 0.98206 1.82152 4.81112 2.2124
H -1.29834 -3.66128 0.85330 0.2193
H 0.94039 -4.05892 0.68148 0.2243
H -3.71885 0.21100 -2.91705 0.2142
H 3.81021 -1.33163 -3.59821 0.2362
H -3.48374 -3.22648 -0.35281 0.2381
H 2.52805 -4.39398 -1.04031 0.2185
H -1.00309 2.02050 3.06831 0.2416
H -0.54413 0.36640 3.18118 0.1880
H 3.08587 1.24097 2.84969 0.2024
H 2.22092 -0.11770 3.10463 0.2000
H -0.24475 1.97406 0.67987 0.2011
H -1.46438 0.69486 1.06074 0.2153
H 2.55035 1.15437 0.50102 0.2198
H 2.55905 -0.49804 1.02952 0.2197
H 0.13346 -0.81990 1.34412 0.2140
H 2.21132 3.18840 6.44255 0.2738
H 3.26054 2.61535 5.10141 0.2528
H 2.02169 3.88577 4.86295 0.2419
H 0.30766 0.70101 -1.30116 0.2596
```

**HOMO**: -0.315 hartree
**ΔE to the lowest compared entry with this formula, charge and spin**: 49.2 kcal per mole
**LUMO energy**: -0.6 eV
**SMILES**: CS(=O)(=O)N1CCC([C@@H]2c3ncc(Br)cc3C=Cc3cc(Cl)cc(Br)c32)CC1
**HOMO-LUMO gap**: 7.956 eV
**F_max**: 0.092 hartree/bohr

# 4
C20H19Br2IO5 | wB97M-V/def2-TZVPD

XYZ file:
```
47
Properties=species:S:1:pos:R:3:nbo_charge:R:1
C 4.86234 -2.34261 0.61040 -0.5990
C 4.14313 -3.69551 0.49181 -0.5262
C 3.65686 -3.96957 -0.91001 0.8132
O 4.35619 -4.40400 -1.77449 -0.5312
O 2.32567 -3.71558 -1.15314 -0.5501
C 1.98442 -2.32983 -1.21950 -0.0590
C 0.52836 -2.24213 -1.64512 -0.4446
C -0.08999 -0.90200 -1.32919 0.0190
C -1.38405 -0.84492 -0.80915 -0.2059
C -2.02341 0.35213 -0.49500 0.0376
C -3.44155 0.39144 0.03303 -0.4754
C -3.96215 -0.94445 0.55037 -0.2654
C -3.20721 -1.49185 1.76747 -0.6571
I -6.05316 -0.65672 1.05763 0.0612
C -1.29688 1.53449 -0.68458 -0.0743
C 0.00296 1.48999 -1.19472 -0.1352
C 0.59913 0.28582 -1.53926 -0.1398
C 0.76836 2.76054 -1.36521 0.5139
O 1.62591 2.90118 -2.19650 -0.4808
C 0.40233 3.84419 -0.38787 -0.1288
Br 1.74692 5.07945 -0.00399 0.1377
C -0.83775 3.90922 0.09850 -0.0837
C -1.33940 4.95457 1.05556 -0.5682
C -0.89147 4.59439 2.45562 0.5787
O -0.19395 5.20244 3.17898 -0.4652
Br -1.62092 2.84975 3.02162 -0.0854
C -1.84139 2.87559 -0.34652 0.5464
O -3.01155 3.17005 -0.40498 -0.5116
H 5.52649 -2.17581 -0.23828 0.2202
H 5.47406 -2.32550 1.51299 0.2200
H 4.17049 -1.50242 0.67360 0.2036
H 3.31478 -3.74782 1.19800 0.2205
H 4.85726 -4.48598 0.72360 0.2392
H 2.64332 -1.83176 -1.93703 0.1830
H 2.10973 -1.85114 -0.24072 0.1724
H -0.00819 -3.00246 -1.07322 0.2245
H 0.42278 -2.46282 -2.70790 0.2344
H -1.89720 -1.78552 -0.65048 0.2147
H -4.07915 0.72884 -0.78843 0.2493
H -3.53618 1.14774 0.81329 0.2406
H -4.02311 -1.67368 -0.25442 0.2133
H -3.04506 -2.56592 1.67685 0.2217
H -3.72766 -1.28406 2.69823 0.2322
H -2.22214 -1.02010 1.82914 0.2169
H 1.59710 0.30599 -1.96124 0.2272
H -2.42951 4.93008 1.04195 0.2835
H -0.95556 5.94629 0.82232 0.2623
```

**HOMO**: -0.353 hartree
**LUMO energy**: -1.4 eV
**SMILES**: CCC(=O)OCCc1cc(C[C@@H](C)I)c2c(c1)C(=O)C(Br)=C(CC(=O)Br)C2=O
**HOMO-LUMO gap**: 8.151 eV
**F_max**: 0.008 hartree/bohr

# 5
C20H19Cl5LaNOP2S2Te | wB97M-V/def2-TZVPD

XYZ file:
```
52
Properties=species:S:1:pos:R:3:nbo_charge:R:1
La -13.06285 -12.81289 -11.66639 1.7192
C -15.87509 -13.20827 -8.85902 -0.9609
P -14.14832 -12.88074 -8.79857 0.8106
C -13.94409 -11.24125 -7.98963 -0.9331
C -13.49631 -14.07069 -7.58890 -0.3305
C -14.38214 -14.98396 -6.97845 -0.1990
C -13.90809 -15.93689 -6.07093 -0.1892
C -12.56386 -15.92363 -5.70948 -0.1862
C -11.75140 -14.90066 -6.22075 -0.1890
C -12.17214 -14.01583 -7.20389 -0.3207
P -11.02754 -12.89067 -8.12227 0.8086
C -9.42804 -13.82891 -7.93914 -0.9159
C -10.50180 -11.53602 -6.91952 -0.9250
H -16.22543 -12.54324 -9.61246 0.2534
H -16.41463 -12.99686 -8.00412 0.2367
H -15.88503 -14.18768 -9.29257 0.2540
H -14.25467 -10.40165 -8.62291 0.2455
H -12.99479 -11.13981 -7.53995 0.2452
H -14.59372 -11.24007 -7.10389 0.2315
H -15.45692 -14.94253 -7.16019 0.2175
H -14.58249 -16.68469 -5.66406 0.2216
H -12.25163 -16.59185 -4.95938 0.2196
H -10.68744 -14.84674 -5.95667 0.2096
H -9.42363 -13.86816 -6.83559 0.2086
H -8.58286 -13.29799 -8.44885 0.2554
H -9.53944 -14.88644 -8.22857 0.2447
H -9.75019 -11.86539 -6.20760 0.2261
H -11.36394 -11.14310 -6.37613 0.2272
H -9.96552 -10.70304 -7.47153 0.2497
Cl -11.98250 -10.26426 -10.33190 -0.0050
C -10.58059 -10.55327 -11.39838 -0.0381
C -10.61259 -11.74014 -12.14011 -0.5016
C -9.65478 -11.80043 -13.09020 -0.0218
Cl -9.37495 -13.26220 -14.05136 0.0092
C -8.86026 -10.70085 -13.49924 -0.0792
Cl -8.27310 -10.50007 -15.13272 0.0498
C -8.83835 -9.60777 -12.66278 -0.0470
Cl -7.82036 -8.15529 -12.88340 0.0221
C -9.64180 -9.57310 -11.57010 -0.1031
Cl -9.58958 -8.26723 -10.39861 0.0203
O -11.74445 -17.09769 -11.53493 -0.9046
S -12.83732 -16.48951 -10.87471 1.4973
N -13.18329 -15.12525 -11.24663 -1.3419
Te -14.62051 -12.30563 -14.44501 -0.1462
C -15.74592 -13.88149 -13.70912 -0.4629
C -15.99042 -15.12807 -14.15587 -0.2952
C -16.27950 -16.07960 -13.06014 -0.2183
C -16.23698 -15.52688 -11.82878 -0.4150
S -16.10465 -13.79267 -12.03218 0.3549
H -15.75006 -15.47388 -15.12539 0.2296
H -16.47824 -17.13945 -13.17056 0.2255
H -16.41664 -16.09139 -10.95162 0.2362
```

**HOMO**: -0.275 hartree
**ΔE to the lowest compared entry with this formula, charge and spin**: 46.0 kcal per mole
**LUMO energy**: -0.3 eV
**HOMO-LUMO gap**: 7.191 eV
**F_max**: 0.055 hartree/bohr